--- a ---
A 2-piece molecular cluster, C6H10N4 overall, computed with the ωB97M-V functional and the def2-TZVPD basis.

Geometry (Å):
C (3.327, -0.352, -0.450)
C (2.198, 0.105, 1.217)
C (-1.297, -0.498, -0.324)
C (-0.666, -1.668, -1.029)
C (-3.362, 0.515, 0.614)
C (0.519, 1.475, -0.008)
N (3.316, -0.512, 0.880)
N (2.480, 0.474, -0.978)
N (-2.374, -0.433, 0.300)
N (1.650, 0.696, 0.142)
H (4.055, -0.859, -1.094)
H (1.864, 0.278, 2.221)
H (0.420, -1.615, -0.859)
H (-0.928, -1.425, -2.078)
H (-1.154, -2.502, -0.686)
H (-4.265, -0.061, 0.311)
H (-3.021, 1.521, 0.058)
H (-3.381, 0.814, 1.605)
H (0.277, 1.962, 1.008)
H (0.342, 2.084, -0.849)

## Properties
HOMO energy (alpha / beta) = -7.10 / -7.57 eV
Orbital gap (alpha / beta) = 7.08 / 7.74 eV

***

--- b ---
A 2-piece molecular cluster, C6H10N4 overall, computed with the ωB97M-V functional and the def2-TZVPD basis.

Geometry (Å):
C (-3.835, 1.060, -0.659)
C (0.797, 1.787, 0.839)
C (-3.142, -0.067, -0.277)
C (2.763, -0.152, 0.458)
C (0.890, -1.050, -1.112)
C (1.270, -0.555, 0.392)
N (-4.255, 2.051, -1.082)
N (-4.246, -2.017, 0.599)
N (-3.643, -1.142, 0.201)
N (0.470, 0.576, 0.587)
H (-0.034, 2.381, 1.133)
H (1.838, 2.107, 0.802)
H (-2.075, -0.151, -0.256)
H (3.082, 0.362, 1.396)
H (3.420, -0.968, 0.466)
H (3.038, 0.532, -0.358)
H (0.168, -0.343, -1.428)
H (0.510, -2.068, -1.084)
H (1.875, -1.111, -1.736)
H (1.108, -1.231, 1.120)

## Properties
HOMO energy = -9.17 eV
Orbital gap = 9.37 eV

***

Order of stability, best first: b, a

***

--- a ---
A 2-piece molecular cluster, C5H10 overall, computed with the ωB97M-V functional and the def2-TZVPD basis.

Geometry (Å):
C (-1.055, -0.751, 0.897)
C (-1.692, 0.370, 0.570)
C (1.135, 1.572, -0.971)
C (1.808, 0.841, -0.091)
C (-0.412, -1.690, -0.083)
H (-0.991, -1.032, 1.949)
H (-1.013, -2.599, -0.201)
H (-1.780, 0.686, -0.468)
H (-2.146, 1.014, 1.319)
H (1.515, 1.772, -1.970)
H (0.164, 1.993, -0.723)
H (1.402, 0.641, 0.897)
H (2.777, 0.406, -0.323)
H (0.581, -2.003, 0.263)
H (-0.292, -1.221, -1.064)

## Properties
HOMO energy = -9.60 eV
Orbital gap = 10.89 eV
SMILES = C=CC.C=C

***

--- b ---
One molecule with the formula C5H10, computed with the ωB97M-V functional and the def2-TZVPD basis.

Geometry (Å):
C (-0.829, -0.790, 0.609)
C (-1.171, 0.553, -0.061)
C (0.207, 1.230, -0.370)
C (1.293, 0.159, -0.077)
C (0.509, -1.157, -0.021)
H (-0.749, -0.678, 1.700)
H (-1.553, -1.588, 0.416)
H (-1.706, 0.368, -1.000)
H (-1.844, 1.157, 0.560)
H (0.266, 1.543, -1.420)
H (0.368, 2.139, 0.221)
H (1.797, 0.362, 0.877)
H (2.078, 0.124, -0.843)
H (1.008, -1.983, 0.495)
H (0.298, -1.483, -1.048)

## Properties
HOMO energy = -11.07 eV
Orbital gap = 12.32 eV
SMILES = C1CCCC1

***

--- c ---
A 2-piece molecular cluster, C5H10 overall, computed with the ωB97M-V functional and the def2-TZVPD basis.

Geometry (Å):
C (-1.420, 0.709, 0.622)
C (-1.149, -0.498, -0.107)
C (0.169, 0.226, 0.469)
C (1.285, -0.267, -0.329)
C (2.648, 0.389, -0.105)
H (-4.358, -0.372, 0.111)
H (-3.972, -0.364, -0.524)
H (-1.908, 1.614, 0.226)
H (-1.005, -0.425, -1.166)
H (-1.108, -1.511, 0.220)
H (0.454, 0.631, 1.428)
H (1.413, -1.352, -0.478)
H (3.040, -0.478, -0.594)
H (2.787, 1.307, -0.631)
H (3.125, 0.390, 0.858)

## Properties
HOMO energy = -7.38 eV
Orbital gap = 6.71 eV

***

--- d ---
A 3-piece molecular cluster, C5H10 overall, computed with the ωB97M-V functional and the def2-TZVPD basis.

Geometry (Å):
C (0.003, -1.831, 1.364)
C (0.158, -0.599, 1.834)
C (0.137, 1.840, -0.343)
C (-0.409, 1.540, -1.473)
C (0.972, 1.004, -1.263)
H (0.728, -2.276, 0.688)
H (-0.861, -2.440, 1.616)
H (-1.317, -1.278, -0.763)
H (-0.571, -0.142, 2.497)
H (1.016, 0.008, 1.559)
H (0.063, 2.261, 0.648)
H (-1.272, 1.528, -2.120)
H (-1.572, -0.995, -1.404)
H (1.103, -0.060, -1.044)
H (1.822, 1.439, -1.794)

## Properties
HOMO energy = -9.43 eV
Orbital gap = 10.79 eV
SMILES = C1=CC1.[H][H].C=C

***

Order of stability, best first: b, a, d, c

***

--- a ---
One molecule with the formula C5H10, computed with the ωB97M-V functional and the def2-TZVPD basis.

Geometry (Å):
C (-1.335, 1.439, -0.920)
C (-1.002, 0.076, -0.327)
C (0.531, -0.180, -0.418)
C (0.932, -1.233, 0.592)
C (1.525, -0.966, 1.741)
H (-2.397, 1.699, -0.912)
H (-0.718, 2.264, -0.568)
H (-1.140, 1.387, -1.997)
H (-1.285, -0.014, 0.722)
H (-1.514, -0.699, -0.897)
H (1.085, 0.745, -0.266)
H (0.752, -0.610, -1.396)
H (0.948, -2.241, 0.183)
H (1.743, 0.055, 2.031)
H (1.874, -1.723, 2.432)

## Properties
HOMO energy = -9.60 eV
Orbital gap = 10.89 eV
SMILES = C=CCCC

***

--- b ---
One molecule with the formula C5H10, computed with the ωB97M-V functional and the def2-TZVPD basis.

Geometry (Å):
C (-0.878, -0.735, 0.664)
C (-1.295, 0.518, -0.066)
C (0.351, 1.342, -0.339)
C (1.391, 0.223, -0.190)
C (0.428, -1.165, 0.055)
H (-0.889, -0.600, 1.759)
H (-1.245, -1.765, 0.409)
H (-1.589, 0.327, -1.098)
H (-2.124, 1.073, 0.438)
H (0.330, 1.788, -1.348)
H (0.421, 2.139, 0.409)
H (2.048, 0.337, 0.686)
H (2.021, 0.050, -1.083)
H (0.842, -1.994, 0.660)
H (0.188, -1.538, -0.957)

## Properties
HOMO energy = -10.14 eV
Orbital gap = 11.38 eV
SMILES = C1CCCC1

***

--- c ---
A 2-piece molecular cluster, C5H10 overall, computed with the ωB97M-V functional and the def2-TZVPD basis.

Geometry (Å):
C (1.721, 3.001, -0.450)
C (2.904, 2.332, -0.355)
H (1.599, 3.953, 0.016)
H (0.856, 2.489, -0.832)
H (3.638, 2.395, 0.494)
H (3.197, 1.399, -0.848)
C (-1.545, -2.649, -0.397)
C (-1.557, -1.208, -0.011)
C (-1.758, -0.746, 1.284)
H (-1.975, -3.343, 0.421)
H (-2.149, -2.906, -1.295)
H (-0.567, -2.962, -0.737)
H (-1.170, -0.629, -0.873)
H (-1.703, 0.318, 1.492)
H (-1.490, -1.445, 2.090)

## Properties
HOMO energy = -9.26 eV
Orbital gap = 10.29 eV
SMILES = C=CC.C=C

***

Order of stability, best first: a, b, c

***

--- a ---
One molecule with the formula C5H10, computed with the ωB97M-V functional and the def2-TZVPD basis.

Geometry (Å):
C (-1.162, 1.324, -0.721)
C (-0.172, 0.292, -0.297)
C (-0.033, 0.077, 1.017)
C (0.814, -1.179, 1.591)
C (0.571, -0.402, -1.426)
H (-1.900, 0.849, -1.407)
H (-0.703, 2.241, -1.175)
H (-1.910, 1.892, -0.119)
H (-0.480, 0.694, 1.753)
H (1.937, -1.135, 1.489)
H (0.564, -1.363, 2.622)
H (0.348, -1.992, 1.080)
H (-0.310, -0.875, -2.127)
H (1.225, -1.102, -0.907)
H (1.113, 0.118, -2.196)

## Properties
HOMO energy = -8.89 eV
Orbital gap = 9.99 eV
SMILES = CC=C(C)C

***

--- b ---
C5H10 as an isolated structure, computed with the ωB97M-V functional and the def2-TZVPD basis.

Geometry (Å):
C (1.684, -1.640, 0.142)
C (1.145, -0.230, 0.568)
C (-0.064, 0.192, -0.178)
C (-0.951, 0.962, 0.233)
C (-2.134, 1.402, -0.590)
H (1.985, -1.732, -0.843)
H (0.728, -2.610, 0.017)
H (2.770, -2.092, 0.785)
H (0.902, -0.163, 1.758)
H (2.012, 0.351, 0.485)
H (-0.180, -0.398, -1.256)
H (-0.802, 1.360, 1.186)
H (-2.069, 2.609, -0.810)
H (-2.130, 0.705, -1.560)
H (-2.897, 1.285, 0.062)

## Properties
HOMO energy = -9.49 eV
Orbital gap = 10.72 eV

***

Order of stability, best first: a, b